Record 1
Entry from the OMol25 dataset: CH3NOS2 in the gas phase at a distorted geometry (ωB97M-V/def2-TZVPD).

```
! RIJCOSX wB97M-V def2-TZVPD def2/J DEFGRID3
* xyz 0 1
C -0.73182 -0.44201 0.22685
N -0.22591 0.75259 -0.23514
O 2.22516 1.05025 0.50064
S 0.64809 -1.63180 -0.22768
S 1.44902 0.36317 -0.55832
H -0.81391 -0.50682 1.39321
H -1.74441 -0.65625 -0.10530
H -0.80621 1.07087 -0.99425
*
```

Results
**Gap between HOMO and LUMO**: 0.3418 Eh
**Lowest unoccupied orbital energy**: -0.180 eV
**HOMO energy**: -9.48 eV

Record 2
Entry from the OMol25 dataset: a 2-piece molecular cluster, CH3NOS2 overall at a distorted geometry (ωB97M-V/def2-TZVPD).

```
! RIJCOSX wB97M-V def2-TZVPD def2/J DEFGRID3
* xyz 0 1
C -2.60767 -1.01076 -1.00982
N -3.25283 -1.92141 -0.69125
H -1.91133 -0.27762 -1.40912
O 2.91227 0.39067 -0.59897
S 1.49897 0.16124 0.36926
S 0.60080 1.50086 1.98149
H 2.40539 0.66941 -1.37473
H 0.35441 0.48761 2.73315
*
```

Results
**Gap between HOMO and LUMO**: 0.2960 Eh
**SMILES**: C#N.OSS
**Lowest unoccupied orbital energy**: -1.328 eV
**HOMO energy**: -9.38 eV

Record 3
Entry from the OMol25 dataset: CH3NOS2 in the gas phase at a distorted geometry (ωB97M-V/def2-TZVPD).

```
! RIJCOSX wB97M-V def2-TZVPD def2/J DEFGRID3
* xyz 0 1
C 0.23106 0.49945 0.14360
N 2.73636 1.80613 1.23273
O 0.53141 1.48159 2.63782
S 3.54902 1.04425 0.16407
S 0.94355 1.86449 1.30106
H 1.05007 0.29353 -0.48358
H 0.10900 -0.29437 0.76567
H -0.62485 0.89609 -0.26904
*
```

Results
**Gap between HOMO and LUMO (alpha / beta)**: 0.2542 / 0.2533 Eh
**Lowest unoccupied orbital energy (alpha / beta)**: -1.920 / -1.884 eV
**HOMO energy (alpha / beta)**: -8.84 / -8.78 eV

Record 4
Entry from the OMol25 dataset: CH3NOS2 as an isolated structure at a distorted geometry (ωB97M-V/def2-TZVPD).

```
! RIJCOSX wB97M-V def2-TZVPD def2/J DEFGRID3
* xyz 0 1
C 0.21111 -0.56813 0.07378
N 0.68058 0.18475 -1.01174
O 2.52607 1.45046 1.13982
S 1.67512 -1.62960 0.28115
S 2.37637 -0.07655 -0.78081
H -0.18006 -0.03206 1.01481
H -0.60396 -1.14101 -0.36702
H 0.32023 1.19929 -0.99027
*
```

Results
**Gap between HOMO and LUMO (alpha / beta)**: 0.2769 / 0.2764 Eh
**Lowest unoccupied orbital energy (alpha / beta)**: -1.364 / -1.379 eV
**HOMO energy (alpha / beta)**: -8.90 / -8.90 eV

Record 5
Entry from the OMol25 dataset: CH3NOS3 in the gas phase at a distorted geometry (ωB97M-V/def2-TZVPD).

```
! RIJCOSX wB97M-V def2-TZVPD def2/J DEFGRID3
* xyz 0 1
O -1.89162 -1.10866 -1.63284
N -1.74551 -0.37057 -0.67689
S -2.84971 0.00019 0.43076
C -0.41551 0.23702 -0.40345
S 0.54073 0.26398 -1.86816
S 0.30454 -0.52485 1.16329
H -0.62971 1.22476 -0.03581
H 1.07246 -1.01384 -1.77935
H 1.27387 -1.02550 0.50330
*
```

Results
**Gap between HOMO and LUMO**: 0.3029 Eh
**SMILES**: [O-][N+](=S)C(S)S
**Lowest unoccupied orbital energy**: -1.190 eV
**HOMO energy**: -9.43 eV

Record 6
Entry from the OMol25 dataset: a 2-piece molecular cluster, CH3NS2 overall (ωB97M-V/def2-TZVPD).

```
! RIJCOSX wB97M-V def2-TZVPD def2/J DEFGRID3
* xyz 0 1
C 2.55110 -0.20933 -0.91370
N -1.69850 0.06884 0.24874
S 3.24010 1.05191 -0.39826
S -0.16709 -0.63872 0.52294
H 0.42813 -0.24062 -0.62327
H -1.95584 0.62050 1.05987
H -2.39789 -0.65258 0.10368
*
```

Results
**Gap between HOMO and LUMO**: 0.3243 Eh
**Lowest unoccupied orbital energy**: -0.228 eV
**HOMO energy**: -9.05 eV

Energy, respectively: -26291.797, -26290.946, -26290.352, -26286.738, -37125.716, -24243.338 eV.